Version P
2 unconnected molecules or ions with the total composition C4H11N3. Source: OMol25; level of theory: ωB97M-V/def2-TZVPD.

Geometry as ORCA input:
```
! RIJCOSX wB97M-V def2-TZVPD def2/J DEFGRID3
* xyz 0 1
C 0.74 0.40 0.31
C 1.93 1.33 0.11
C -0.33 1.03 1.20
H 1.13 -0.49 0.84
H 0.27 -1.51 -0.36
H 2.72 0.85 -0.47
H 2.36 1.61 1.07
H 1.61 2.24 -0.40
H -0.71 1.94 0.74
H -1.18 0.35 1.32
H 0.07 1.24 2.19
N -0.69 -1.88 -0.76
N -1.97 -1.63 -0.16
C -0.01 0.16 -1.16
N -0.23 0.56 -2.22
H -0.75 -2.41 -1.63
H -2.65 -1.32 -0.86
H -2.30 -2.49 0.25
*
```

Summary:
- Orbital gap: 9.509 eV
- Structure (SMILES): CC(C)C#N.NN
- Lowest unoccupied orbital energy: 1.0 eV
- E_HOMO: -8.463 eV


Version Q
A single C4H11N3 molecule. Source: OMol25; level of theory: ωB97M-V/def2-TZVPD.

Geometry as ORCA input:
```
! RIJCOSX wB97M-V def2-TZVPD def2/J DEFGRID3
* xyz 0 1
C -0.30 -0.32 0.37
C 2.13 -0.62 -0.45
N 1.16 0.30 0.18
N -0.85 0.35 -0.75
N 1.64 1.03 1.30
C -2.19 0.42 -0.92
C -3.16 -0.24 -0.24
H 0.56 0.93 -0.61
H 2.04 0.39 1.98
H 2.38 1.66 0.98
H -0.24 -1.41 0.31
H -0.64 0.00 1.36
H -2.48 1.06 -1.75
H 3.01 -0.05 -0.77
H 2.43 -1.39 0.26
H 1.66 -1.07 -1.32
H -2.94 -0.91 0.58
H -4.20 -0.11 -0.51
*
```

Summary:
- Orbital gap: 6.924 eV
- Lowest unoccupied orbital energy: 0.5 eV
- E_HOMO: -6.470 eV


Ranking the structures above from most stable to least stable yields version P, version Q.